{
  "formula": "C4H13NO3",
  "method": "wB97M-V/def2-TZVPD",
  "elements": ["C", "N", "C", "C", "C", "O", "H", "H", "H", "H", "H", "H", "H", "H", "H", "H", "H", "O", "H", "H", "O"],
  "positions_angstrom": [[-1.08769, 0.13627, -1.19256], [-0.69566, 1.41025, -0.56509], [-1.62104, 0.23665, 1.60011], [-0.68096, 1.36418, 1.00791], [0.74984, 0.96704, 1.30175], [1.53555, 1.87235, 1.62015], [-2.18529, -0.08128, -1.38908], [-0.64936, 0.16512, -2.19381], [-0.66280, -0.66161, -0.57605], [-1.21706, 2.24061, -0.85091], [-1.22199, 0.06754, 2.62627], [-2.60192, 0.86403, 1.62379], [-1.73613, -0.72863, 1.08338], [-0.93654, 2.39687, 1.35931], [1.10060, -0.07279, 1.15180], [0.61660, -1.81995, -1.53735], [1.10382, -3.22911, -1.39262], [0.38448, -2.67372, -1.13694], [3.05741, -1.10167, -0.13592], [3.44555, -0.23222, -1.34511], [3.30259, -1.11994, -1.05902]],
  "mulliken_charge": [-0.605, -0.315, -1.292, -0.048, -0.366, -0.726, 0.152, 0.487, -0.172, 0.297, 0.442, 0.239, 0.335, 0.382, 0.263, 0.316, 0.347, -0.712, 0.320, 0.333, -0.678],
  "de_lowest_kcal_mol": 58.32,
  "total_charge": -1,
  "e_homo_ha": [0.030, -0.122],
  "max_force_ev_per_a": 3.6,
  "homo_lumo_gap_ha": [0.1046, 0.2502],
  "e_tot_ev": -11988.7631,
  "s2": 0.753,
  "spin_multiplicity": 2
}

{
  "formula": "C3H9N3S",
  "method": "wB97M-V/def2-TZVPD",
  "elements": ["C", "C", "C", "N", "N", "N", "S", "H", "H", "H", "H", "H", "H", "H", "H", "H"],
  "positions_angstrom": [[1.06109, -0.38532, 1.15286], [1.11135, -0.70293, 2.56564], [-0.84820, -0.41213, -2.01882], [-0.47829, 1.76323, -1.27516], [-1.03967, 0.26343, 0.40899], [-1.05098, 0.55162, -0.90920], [2.09527, -0.43538, -0.02021], [0.79520, -1.66765, 2.58045], [0.54030, -0.12357, 3.14140], [2.17946, -0.58788, 2.94628], [-0.44099, -1.29097, -1.65691], [-1.90913, -0.55370, -2.47614], [-0.40370, 0.03772, -2.78610], [-0.74447, 2.36088, -0.52280], [0.45029, 1.87754, -1.62812], [-1.31752, -0.69489, 0.49784]],
  "mulliken_charge": [0.262, -0.982, -0.987, -0.551, -0.694, 0.484, -0.302, 0.301, 0.344, 0.310, 0.375, 0.289, 0.382, 0.252, 0.239, 0.279],
  "de_lowest_kcal_mol": 143.22,
  "total_charge": 0,
  "e_homo_ha": [-0.246, -0.250],
  "max_force_ev_per_a": 6.1,
  "homo_lumo_gap_ha": [0.2590, 0.2707],
  "e_tot_ev": -18556.4689
}

{
  "formula": "C4H11N3O",
  "method": "wB97M-V/def2-TZVPD",
  "elements": ["N", "C", "N", "C", "N", "C", "C", "O", "H", "H", "H", "H", "H", "H", "H", "H", "H", "H", "H"],
  "positions_angstrom": [[2.57795, 0.79625, 0.19981], [1.69346, -0.17407, 0.13635], [2.10205, -1.32569, -0.41772], [0.21255, -0.07458, 0.52355], [-0.67070, 0.85874, -0.40023], [-1.99458, 0.45456, -0.12954], [-1.87968, -1.01998, 0.13835], [-0.42132, -1.34868, 0.28196], [2.33980, 1.67244, 0.74371], [3.52975, 0.68964, -0.02926], [1.55011, -2.16312, -0.57613], [3.06649, -1.37129, -0.68515], [0.03922, 0.34138, 1.57888], [-0.39777, 0.55483, -1.36782], [-0.40471, 1.85132, -0.21796], [-2.72746, 0.65983, -0.85950], [-2.18072, 1.02649, 0.74454], [-2.52093, -1.43538, 0.91387], [-2.08852, -1.67860, -0.77180]],
  "mulliken_charge": [-0.348, 0.409, -0.281, 0.080, -0.218, -0.480, -0.398, -0.412, 0.288, 0.228, 0.261, 0.209, 0.474, 0.410, 0.389, 0.389, 0.350, 0.335, 0.316],
  "de_lowest_kcal_mol": 0.00,
  "total_charge": 2,
  "smiles": "NC(=[NH2+])[C@H]1[NH2+]CCO1",
  "e_homo_ha": -0.718,
  "max_force_ev_per_a": 5.1,
  "homo_lumo_gap_ha": 0.4014,
  "e_tot_ev": -10826.1773
}

{
  "formula": "C21H26N4PRhS",
  "method": "wB97M-V/def2-TZVPD",
  "elements": ["Rh", "C", "C", "C", "C", "C", "C", "N", "N", "C", "C", "C", "C", "C", "C", "H", "H", "H", "H", "H", "H", "H", "H", "H", "C", "C", "C", "C", "N", "C", "S", "N", "C", "H", "H", "H", "H", "H", "H", "H", "H", "C", "P", "C", "C", "H", "H", "H", "H", "H", "H", "H", "H", "H"],
  "positions_angstrom": [[-0.72478, -0.22341, 0.66632], [1.45392, 1.94509, 5.26620], [1.50004, 0.68136, 5.83932], [0.76153, -0.35498, 5.29072], [0.02108, -0.12691, 4.13542], [-0.04957, 1.14792, 3.56906], [0.66482, 2.18357, 4.14424], [-0.66976, -1.24896, 3.62256], [-0.81950, -1.31322, 2.40146], [-1.56167, -2.32981, 1.75301], [-2.32387, -3.39125, 2.21031], [-2.84663, -4.21067, 1.22135], [-2.61698, -3.96176, -0.13763], [-1.87184, -2.87157, -0.57973], [-1.35832, -2.04896, 0.40274], [2.00956, 2.75832, 5.71327], [2.09393, 0.50835, 6.72596], [0.75807, -1.34230, 5.73311], [-0.72371, 1.35155, 2.74311], [0.58625, 3.18405, 3.73994], [-2.48125, -3.57966, 3.26315], [-3.43861, -5.07043, 1.50304], [-3.04587, -4.63499, -0.86830], [-1.72455, -2.68998, -1.63567], [-2.80206, 1.56185, -5.51572], [-1.67346, 1.63834, -4.54856], [-0.35727, 1.84056, -4.87397], [0.58920, 1.90825, -3.84575], [0.24488, 1.77886, -2.55480], [-1.02277, 1.59796, -2.25382], [-1.62091, 1.54372, -0.61217], [-1.96134, 1.51231, -3.22976], [2.02926, 2.15671, -4.12980], [-2.43515, 1.61725, -6.53630], [-3.49422, 2.39002, -5.35016], [-3.35511, 0.62967, -5.38959], [-0.06536, 1.95216, -5.90738], [-2.92514, 1.39451, -2.93650], [2.25965, 2.06946, -5.18805], [2.64942, 1.46847, -3.55634], [2.28151, 3.16646, -3.79749], [2.32485, -1.30749, 1.63224], [1.47082, -0.32867, 0.38978], [2.18747, 1.32017, 0.40980], [1.83206, -1.06521, -1.21205], [3.39084, -1.32627, 1.39659], [1.94132, -2.32769, 1.63725], [2.18595, -0.86129, 2.61695], [3.23432, 1.25671, 0.10404], [2.13665, 1.72916, 1.41914], [1.63959, 1.96189, -0.27991], [2.91323, -1.10511, -1.35985], [1.38290, -0.45861, -1.99801], [1.42658, -2.07548, -1.25277]],
  "mulliken_charge": [-0.256, -0.411, -0.658, -0.168, -0.137, 0.120, -0.880, -1.153, 1.101, 0.689, -0.939, -0.527, -0.535, -0.577, 0.465, 0.428, 0.419, 0.467, 0.688, 0.468, 0.527, 0.426, 0.432, 0.478, -1.391, 0.691, -0.838, 0.941, -0.102, 0.056, -0.441, -0.026, -1.209, 0.363, 0.379, 0.389, 0.422, 0.315, 0.396, 0.276, 0.315, -1.391, 1.508, -1.091, -1.123, 0.501, 0.373, 0.259, 0.463, 0.295, 0.264, 0.465, 0.137, 0.342],
  "de_lowest_kcal_mol": 0.00,
  "total_charge": 2,
  "e_homo_ha": -0.527,
  "max_force_ev_per_a": 1.2,
  "homo_lumo_gap_ha": 0.2718,
  "e_tot_ev": -51277.2488
}